[1]
23
Properties=species:S:1:pos:R:3:mulliken_spin:R:1 method="wB97M-V/def2-TZVPD" gap_ev="6.11 / 4.61" charge=-1 multiplicity=8 energy_ha=-1336.17179
C -1.67 0.96 0.40 0.03
C -1.05 1.12 -0.81 0.00
C -0.08 2.14 -0.72 -0.01
C 0.08 2.41 0.64 0.02
C -0.89 1.62 1.35 -0.04
Gd 1.00 0.06 0.46 4.80
C 0.49 -1.64 -1.25 0.17
C -0.35 -2.01 -0.19 -0.11
C -1.74 -2.56 -0.25 0.17
N 0.00 -1.86 1.21 0.02
H 0.58 2.55 -1.60 0.00
H -1.53 0.82 -1.76 0.00
H 0.89 3.12 1.11 0.01
H -1.09 1.71 2.48 0.00
H -2.46 0.20 0.67 -0.01
H 0.14 -0.80 -1.99 0.00
H -0.55 -2.56 1.88 0.00
H 1.57 -2.04 -1.37 0.00
H -2.25 -2.84 -1.27 0.00
H -2.26 -2.72 0.72 0.00
O 4.34 1.63 -0.33 0.69
N 3.35 0.96 0.04 0.89
O 3.48 -0.28 0.57 0.37



[2]
25
Properties=species:S:1:pos:R:3:mulliken_spin:R:1 method="wB97M-V/def2-TZVPD" gap_ev="5.94 / 5.02" charge=+3 multiplicity=8 energy_ha=-1849.36095
Gd -0.42 -0.12 -0.27 5.74
C 0.99 1.36 1.15 -0.05
O 1.59 2.18 1.82 0.02
C 1.63 -1.24 0.23 0.01
O 2.58 -1.87 0.41 0.02
C 0.85 0.77 -1.73 0.13
O 1.34 1.27 -2.68 0.08
C -0.86 -0.83 1.69 0.00
O -1.34 -1.27 2.69 0.07
C -2.86 -3.20 -2.87 0.46
H -3.76 -3.26 -2.21 0.03
H -2.99 -2.53 -3.75 0.03
C -1.86 -4.03 -2.76 0.43
H -1.06 -4.11 -3.54 0.03
H -1.83 -4.84 -1.99 0.03
C -0.50 3.77 -0.48 0.00
S -1.80 2.68 -1.14 0.01
C -3.22 3.46 -0.37 0.00
O -1.69 1.46 -0.11 -0.05
H -0.58 3.71 0.60 0.00
H -0.72 4.73 -0.84 0.00
H 0.46 3.42 -0.81 0.00
H -3.28 4.44 -0.75 0.00
H -4.09 2.88 -0.60 0.00
H -3.03 3.44 0.70 0.00



[3]
21
Properties=species:S:1:pos:R:3:nbo_charge:R:1 method="wB97M-V/def2-TZVPD" gap_ev=9.48 charge=0 energy_ha=-468.29387
C 0.72 -1.28 -1.01 -0.37
C -0.38 -1.87 -0.30 -0.34
C 0.00 -2.02 1.06 -0.35
C 1.33 -1.54 1.21 -0.30
C 1.77 -1.06 -0.08 -0.34
Hf -0.08 0.45 0.44 1.85
N 0.87 1.68 -0.70 -0.90
C -1.01 1.66 -1.15 -0.41
C -1.97 0.72 -0.50 -0.90
H -0.58 -2.53 1.83 0.25
H -1.32 -2.23 -0.75 0.25
H 1.95 -1.61 2.11 0.26
H 2.78 -0.71 -0.31 0.26
H 0.78 -1.16 -2.10 0.25
H -2.34 -0.03 -1.21 0.25
H -1.25 2.72 -1.02 0.23
H 1.34 2.41 -1.28 0.40
H -2.73 1.29 0.07 0.26
H -0.93 1.54 -2.23 0.23
N 0.68 2.08 3.45 -0.39
C 0.39 1.50 2.47 -0.20